## 1
DFT (ωB97M-V with the def2-TZVPD basis set) results for one molecule with the formula C4H4N2OS.

Geometry as XYZ:
```
12
C4H4N2OS, DFT ωB97M-V with the def2-TZVPD basis set
C 0.7976 2.3179 -0.0261
C 0.2608 1.2422 -0.0193
C -0.2103 -0.1146 -0.0244
N 0.6051 -1.1230 -0.0151
N 1.8995 -0.8885 -0.0479
C -1.6628 -0.3965 -0.0128
O -1.9203 -1.7046 -0.0211
S -2.8281 0.7461 -0.0077
H 1.2505 3.3070 -0.0180
H 2.4651 -1.6650 0.1447
H 2.2598 0.0580 0.1056
H -2.9169 -1.7788 -0.0579
```

The SMILES is C#C/C(=N\N)C(O)=S. The value obtained for the HOMO-LUMO gap is 0.31545 hartree. Its HOMO energy is -8.85 eV. As for the spin multiplicity: 1.

## 2
DFT (ωB97M-V with the def2-TZVPD basis set) results for a 2-piece molecular cluster, C4H4N2OS overall.

Geometry as XYZ:
```
12
C4H4N2OS, DFT ωB97M-V with the def2-TZVPD basis set
C 0.9580 1.2616 -0.0323
C -0.0304 0.1923 -0.0907
C -1.3460 0.3233 0.1565
C 0.5756 -1.2809 0.0074
H 1.0214 1.5006 1.2284
H 0.5802 2.3917 -1.0089
H 2.0509 0.8367 -0.6091
H -2.0036 1.1535 0.3674
N -2.0751 -0.8261 0.0499
N -1.7786 -1.9380 -0.0880
O -0.2250 -2.2276 -0.0456
S 2.2727 -1.3870 0.0651
```

The value obtained for the HOMO-LUMO gap is 0.27146 hartree. Its HOMO energy is -8.52 eV. As for the spin multiplicity: 1.

## 3
DFT (ωB97M-V with the def2-TZVPD basis set) results for one molecule with the formula C4H4N2OS.

Geometry as XYZ:
```
12
C4H4N2OS, DFT ωB97M-V with the def2-TZVPD basis set
O -0.3235 2.0338 0.0370
N 0.2427 0.7616 -0.0416
N 1.5552 0.9186 -0.0380
C 2.3411 -0.1569 -0.0994
C 1.6322 -1.4245 0.0951
C 0.2648 -1.4221 0.1240
C -0.5890 -0.2052 0.1544
S -2.3431 -0.4163 -0.0839
H 0.3208 2.8344 0.4049
H 3.3911 -0.0648 -0.4081
H 2.1370 -2.4574 -0.2120
H -0.2512 -2.4314 0.1737
```

The SMILES is On1ncccc1=S. The value obtained for the HOMO-LUMO gap is 0.28276 hartree. Its HOMO energy is -8.10 eV. As for the spin multiplicity: 1.

Q: Which of them is the most stable? A: 1.